(1)
112
Properties=species:S:1:pos:R:3:forces:R:3 method="wB97M-V/def2-TZVPD" gap_ev="5.9 / 2.1" multiplicity=2 charge=+1
C -0.28479 0.56245 -0.75285 -0.66 -0.26 1.35
C -0.40460 -0.62574 0.23381 0.79 0.98 0.15
C -0.34217 -1.96901 -0.46139 0.04 0.02 -0.25
C -0.30249 -3.03608 0.49565 -0.18 -2.21 0.83
N -0.30846 -3.98540 1.16105 0.17 1.47 0.00
H -0.78118 1.38116 -0.23188 -0.04 0.33 -0.37
H -0.86286 0.31213 -1.64238 0.32 0.33 -0.27
H 0.73930 0.89785 -0.91672 -0.04 -0.39 -0.41
H -1.21758 -0.45839 0.94033 -0.82 -0.49 -0.64
H 0.39647 -0.60079 0.97257 0.68 0.04 -0.23
H 0.56585 -2.06045 -1.05742 0.19 0.21 -0.03
H -1.13771 -2.20271 -1.16891 -0.30 0.29 0.07
C 2.93280 3.08496 0.54280 -0.34 -0.41 -0.32
C 2.89756 4.33450 -0.33290 0.64 -0.71 0.02
C 4.21303 5.10013 -0.30711 0.75 2.25 -2.10
C 5.13077 4.98169 -1.53752 -1.81 -0.44 3.12
N 5.87157 4.92331 -2.39688 0.87 -0.05 -1.32
H 1.91233 2.75531 0.73787 -0.08 0.07 0.38
H 3.47713 3.28122 1.46655 -0.30 0.09 0.18
H 3.40792 2.20861 0.10193 0.29 0.20 -0.40
H 2.07126 4.98546 -0.04727 0.20 0.06 0.31
H 2.72761 4.13469 -1.39086 -0.21 -0.48 0.00
H 4.82303 5.24180 0.58503 -0.07 -1.00 0.16
H 3.88261 6.13107 -0.43383 0.04 0.41 -0.10
C -2.91508 3.52026 -0.14295 0.44 0.85 0.93
C -2.91941 4.10535 1.32493 0.11 0.08 -1.52
C -2.62159 5.62545 1.30974 0.21 -0.37 -0.18
C -1.27232 5.90371 0.80043 5.28 1.29 -2.84
N -0.21076 6.16168 0.28782 -5.28 -1.45 2.73
H -2.06594 3.94019 -0.68213 0.29 -0.29 0.03
H -3.77100 3.87067 -0.71975 -0.29 -0.19 0.26
H -2.85344 2.43203 -0.15002 -0.13 0.08 -0.05
H -2.12846 3.66850 1.93457 -0.22 -0.42 0.02
H -3.90835 3.90663 1.73796 0.17 0.16 0.38
H -2.66401 6.05406 2.31104 -0.32 0.08 -0.05
H -3.28822 6.14334 0.62017 -0.24 0.14 0.24
C -3.17350 0.21610 3.14227 -1.34 -1.92 -0.31
C -3.85642 0.00554 4.52479 0.31 0.41 -0.25
C -3.95329 1.34468 5.22810 0.23 0.47 1.09
C -4.29448 1.28906 6.67746 0.81 -0.03 -4.60
N -4.46187 1.17994 7.77884 -0.65 -0.32 3.86
H -2.08678 0.28150 3.08867 -0.09 0.94 0.49
H -3.76282 0.87580 2.50540 0.56 0.82 0.29
H -3.32064 -0.69189 2.55746 -0.10 -0.54 0.12
H -3.28459 -0.66590 5.16534 0.09 -0.15 -0.11
H -4.86690 -0.39906 4.46705 0.14 -0.24 -0.44
H -4.66122 2.01357 4.73870 0.17 0.04 -0.11
H -2.94640 1.76070 5.19345 -0.09 0.53 -0.06
C -3.02337 -8.27927 -0.83425 -2.68 0.03 -1.64
C -2.05556 -7.98407 0.19015 1.50 -1.26 1.53
C -1.86917 -6.52327 0.44858 -1.30 0.13 0.01
C -1.37662 -5.92363 -0.78615 2.21 2.52 -3.43
N -0.99925 -5.45953 -1.81605 -1.53 -1.83 4.03
H -2.96553 -9.29966 -1.21314 0.07 0.17 -0.15
H -3.03434 -7.54154 -1.63658 0.36 -0.32 -0.43
H -4.01581 -8.15752 -0.40028 -0.33 -0.18 -0.05
H -1.13048 -8.47979 -0.10411 0.39 0.19 0.50
H -2.44780 -8.44018 1.09911 0.55 -0.14 0.30
H -1.45129 -6.31576 1.43367 1.01 0.30 -0.69
H -2.87917 -6.13156 0.56930 -0.32 0.27 -0.09
C -0.27451 3.88606 -3.05140 0.39 -0.76 -0.47
C 0.44530 4.75817 -4.12732 -0.67 -0.26 1.42
C 0.76517 6.15719 -3.48024 0.00 0.04 -2.72
C -0.32930 7.17361 -3.43582 0.27 -0.90 1.07
N -1.16277 7.96317 -3.34268 0.32 -0.34 -0.23
H 0.13669 3.90997 -2.04222 0.07 1.02 0.11
H -0.22418 2.80295 -3.16292 -0.07 -0.18 -0.97
H -1.33492 4.13833 -3.05439 0.04 0.15 0.31
H -0.16432 4.75568 -5.03089 -0.47 0.76 0.21
H 1.36171 4.37678 -4.57768 0.39 -0.31 0.86
H 1.41066 6.57051 -4.25523 0.42 0.43 0.17
H 1.40588 6.02835 -2.60788 -0.68 0.30 0.31
N 1.67947 -1.92609 4.93051 -0.78 0.84 1.07
C 0.44473 -2.54595 4.69946 3.12 0.19 -0.09
C -0.37615 -2.21169 5.75197 -1.08 1.76 1.32
C 0.30453 -1.36160 6.61568 -0.94 0.47 -0.95
C 1.61636 -1.12078 6.09296 -0.55 -2.68 -1.90
H 2.49257 -2.03354 4.34107 0.02 -0.05 0.04
H 0.34849 -3.22704 3.86684 -0.26 0.08 -0.24
H -1.45462 -2.26894 5.75171 0.08 -0.68 0.18
H -0.23414 -0.74643 7.32124 0.44 -0.21 0.50
H 2.48124 -0.59937 6.47573 -0.11 0.14 -0.11
N -2.70801 1.10906 -4.96390 0.89 -0.52 -1.35
C -3.26737 0.73613 -3.77704 1.37 -0.32 -0.61
C -2.84836 -0.56901 -3.62386 -0.93 -0.93 1.72
C -2.16998 -1.08283 -4.76454 0.09 1.67 1.11
C -2.01515 0.03830 -5.52894 -0.57 0.49 -1.08
H -2.74359 2.02192 -5.39462 -0.13 -0.25 0.15
H -3.73701 1.50975 -3.18766 -0.10 -0.50 0.28
H -2.93659 -1.12868 -2.70442 -0.52 -0.12 0.00
H -1.75840 -2.07654 -4.86214 -0.03 0.22 -0.20
H -1.56177 0.11722 -6.50599 -0.04 0.26 0.06
N 5.32120 -0.21522 -2.55675 -1.95 0.87 -0.20
C 5.54756 1.01091 -3.13140 0.51 0.97 0.02
C 4.36157 1.74269 -3.22950 0.83 -1.62 -0.53
C 3.37518 0.81848 -2.81164 -2.02 2.52 -0.24
C 3.92782 -0.28367 -2.37227 2.16 -3.31 1.24
H 5.97949 -0.95960 -2.37605 -0.13 0.40 -0.13
H 6.56225 1.26552 -3.39966 -0.12 0.21 -0.02
H 4.09529 2.67542 -3.70438 0.72 0.06 0.11
H 2.31433 1.02074 -2.80297 -0.04 -0.03 0.04
H 3.49980 -1.14465 -1.88042 -0.03 -0.03 -0.21
N 4.15964 -7.33916 0.43433 1.42 -0.34 -0.56
C 4.51874 -6.04533 0.70283 0.64 -0.42 0.70
C 3.37385 -5.32029 0.76580 0.54 1.24 0.36
C 2.33435 -6.15782 0.40965 -1.68 -0.52 -0.77
C 2.83325 -7.41900 0.18250 -0.83 0.60 -0.02
H 4.84747 -8.06788 0.30793 -0.34 0.04 -0.04
H 5.54650 -5.75597 0.86524 -0.09 -0.19 0.11
H 3.28205 -4.29287 1.08576 0.10 0.06 -0.31
H 1.34780 -5.79821 0.15704 -0.14 -0.33 0.31
H 2.30870 -8.27263 -0.22070 0.37 -0.12 0.22

---

(2)
14
Properties=species:S:1:pos:R:3:forces:R:3 method="wB97M-V/def2-TZVPD" gap_ev=10.4 e_above_lowest_kcal_mol=112.6 smiles=C1CC2(C1)CO2
C -1.27126 -0.28627 -0.45220 -0.77 -0.07 0.11
C -0.83918 -0.01960 0.99993 -0.31 -0.12 0.22
C 0.56092 0.16124 0.54210 -1.07 0.61 -1.95
C -0.10804 0.46217 -1.08348 -0.53 0.46 1.09
C 1.87413 -0.41341 0.32560 -0.59 0.24 -0.17
O 1.60492 0.87015 1.02853 0.17 0.08 -0.67
H -2.26243 0.05981 -0.72042 -0.30 -0.12 -0.03
H -1.18382 -1.35793 -0.66896 -0.10 0.21 0.01
H -1.19363 0.95633 1.34715 -0.11 -0.14 0.01
H -1.04844 -0.78417 1.74726 0.05 0.05 0.06
H -0.21994 1.54151 -1.16378 -0.44 0.11 0.14
H 0.12544 0.11170 -2.13335 0.66 -0.01 1.37
H 2.40206 -1.10603 1.00117 -0.36 0.12 -0.95
H 1.55927 -0.19548 -0.76954 3.70 -1.42 0.78

---

(3)
60
Properties=species:S:1:pos:R:3:forces:R:3 method="wB97M-V/def2-TZVPD" gap_ev=3.7
C -4.50526 -0.16815 3.36751 0.05 0.13 -0.06
C -3.72010 0.98733 3.20004 -0.01 -0.64 0.13
C -2.34783 0.87129 3.01633 0.12 -0.30 -0.03
C -1.72526 -0.41641 2.96990 -1.19 0.15 -0.43
C -0.34258 -0.58724 2.68805 1.44 0.59 -0.15
C 0.63578 0.46296 2.78425 -0.95 -0.45 -0.54
C 2.06897 0.08565 3.08899 0.46 -0.10 -0.34
C 3.03009 1.10944 3.01352 0.24 -0.16 -0.12
C 4.39467 0.81600 3.04397 -0.21 -0.36 0.09
C 4.81885 -0.50949 3.21429 -0.23 -0.03 0.11
C 3.87147 -1.52509 3.41825 -0.10 0.25 -0.15
C 2.50290 -1.23020 3.34503 0.14 0.20 -0.06
O 0.38156 1.67065 2.56773 0.44 -0.16 0.48
C -2.54337 -1.57155 3.16286 0.29 0.73 -0.16
C -3.90558 -1.43810 3.37605 -0.16 0.34 -0.08
H -5.58833 -0.07490 3.45353 0.27 -0.06 0.13
H -4.18517 1.97805 3.21340 0.13 -0.37 -0.04
H -1.71736 1.74956 2.85456 -0.32 -0.40 0.10
H -0.00307 -1.58541 2.41280 0.01 -0.03 0.69
H 2.69679 2.14298 2.90863 -0.09 -0.36 -0.10
H 5.11855 1.62522 2.93156 -0.12 -0.26 0.09
H 5.88247 -0.75039 3.21497 -0.26 0.07 0.06
H 4.19730 -2.55263 3.62201 -0.12 0.47 -0.14
H 1.75807 -2.02039 3.48649 0.36 0.32 -0.05
H -2.06595 -2.55366 3.12279 -0.19 0.23 0.11
H -4.51619 -2.32636 3.54553 0.10 0.23 -0.11
C 4.24879 1.95439 -1.15235 0.41 0.12 0.28
N 2.94705 1.38686 -1.44451 -0.48 -0.81 1.14
C 2.27170 0.55753 -0.61884 0.10 0.63 -0.54
C 1.04071 0.18356 -1.21622 -0.76 0.06 -0.11
C 0.04115 -0.56083 -0.59810 1.42 0.08 0.13
C -1.22725 -0.87160 -1.19756 -1.79 -0.26 -0.40
C -2.09038 0.14310 -1.69046 0.58 -0.22 0.19
C -3.28206 -0.18091 -2.31813 0.20 -0.12 -0.01
C -3.62105 -1.51935 -2.55340 0.28 0.08 0.42
C -4.85942 -1.83092 -3.32683 -0.24 -0.11 -0.29
C -2.80533 -2.53411 -2.03047 -0.27 0.17 -0.07
C -1.67704 -2.21851 -1.28986 0.70 0.64 0.22
C 1.04943 0.80182 -2.55585 0.68 0.38 0.10
C 0.27882 0.69690 -3.70286 -0.10 0.18 -0.55
C 0.64779 1.42379 -4.84694 -0.05 -0.17 0.38
C 1.78355 2.24538 -4.86063 0.12 -0.13 0.41
C 2.61155 2.32338 -3.73408 -0.30 -0.10 -0.30
C 2.22675 1.58036 -2.62596 -0.13 -0.25 -0.21
H 4.50949 2.66794 -1.93927 -0.02 -0.19 0.30
H 4.22329 2.47146 -0.18150 -0.02 -0.15 -0.35
H 5.01428 1.16381 -1.10928 -0.28 0.27 -0.08
H 2.65527 0.27056 0.35662 -0.04 0.18 -0.09
H 0.26283 -0.95656 0.39119 0.01 -0.22 -0.10
H -1.79920 1.18787 -1.54908 -0.13 -0.34 -0.06
H -3.95461 0.60779 -2.66421 0.24 -0.21 0.12
H -5.04946 -2.90487 -3.35914 -0.03 0.09 -0.02
H -5.74204 -1.33293 -2.91120 0.17 -0.08 0.03
H -4.74963 -1.46878 -4.35426 -0.06 -0.10 0.05
H -3.08122 -3.57972 -2.20099 0.08 0.38 0.19
H -1.08472 -2.99871 -0.80022 -0.19 0.22 -0.32
H -0.58422 0.03850 -3.70806 0.08 0.22 -0.16
H 0.03623 1.34406 -5.74394 0.14 0.01 0.20
H 2.04395 2.79852 -5.76073 -0.08 -0.10 0.21
H 3.52363 2.92107 -3.72594 -0.32 -0.18 -0.14

---

(4)
7
Properties=species:S:1:pos:R:3:forces:R:3 method="wB97M-V/def2-TZVPD" gap_ev=10.4 e_above_lowest_kcal_mol=31.0 smiles="C=NCl.I"
C 0.09055 -0.03747 0.13135 -1.39 -1.22 1.00
N -0.54666 -0.82246 -0.62327 0.55 0.46 -1.16
Cl -0.90186 -2.34682 0.06026 -0.23 -0.12 0.29
H 0.15982 -0.25806 1.16919 0.61 -0.26 0.95
H 0.42963 0.90783 -0.16092 0.23 1.23 -1.03
I 3.35882 -0.65150 -0.26045 -0.65 -0.39 -0.68
H 2.11695 -1.16866 -1.24405 0.89 0.31 0.62

---

(5)
69
Properties=species:S:1:pos:R:3:forces:R:3 method="wB97M-V/def2-TZVPD" gap_ev=8.6 charge=-1
Y -0.33100 1.22009 -0.88264 1.82 -1.78 -0.82
C 3.03758 2.18199 -0.54059 0.02 -1.88 -0.38
O 3.36726 0.97023 0.21785 0.07 0.01 0.10
O 1.74329 2.25724 -0.60463 -2.04 0.05 -0.04
C 3.72001 3.39878 0.13997 -0.50 0.33 0.67
F 4.81272 3.80490 -0.53642 0.16 0.00 -0.07
F 2.89325 4.44109 0.24430 0.13 0.05 -0.30
F 4.12162 3.13844 1.40969 0.15 -0.06 -0.11
C 4.70499 0.54651 0.14926 -0.04 -0.15 -0.15
C 4.89193 -0.59447 1.13903 0.32 1.16 0.43
H 5.93601 -0.90999 1.14672 -0.06 -0.26 -0.13
H 4.71600 -0.10532 2.10282 -0.15 -0.51 0.18
H 4.21206 -1.43069 1.00286 -0.03 -0.02 -0.14
H 5.34757 1.38236 0.44245 0.34 -0.20 -0.10
H 4.98852 0.22553 -0.86646 -0.13 0.16 -0.06
H 3.50943 1.99659 -1.52943 0.26 0.51 0.01
C -2.88661 -1.22953 -0.77445 1.66 -0.27 -0.04
O -2.66327 -1.69520 -2.10292 -0.29 -0.22 0.09
O -1.85535 -0.44879 -0.45585 0.27 1.57 -0.03
C -4.27576 -0.56705 -0.68502 0.44 1.39 0.21
F -4.62143 0.07578 -1.81172 -0.23 -0.60 0.09
F -5.23953 -1.44764 -0.37171 -0.23 -0.24 -0.17
F -4.28010 0.37497 0.28824 -0.12 -0.36 0.01
C -3.36549 -2.84466 -2.44765 -0.19 -0.94 -0.58
C -2.78876 -3.52292 -3.67703 -0.11 -0.81 -0.19
H -2.62141 -2.87867 -4.53766 -0.11 0.23 0.14
H -1.88367 -4.11364 -3.50912 0.17 0.41 0.25
H -3.53158 -4.28345 -3.94890 0.02 0.13 -0.26
H -4.42718 -2.68640 -2.68455 0.02 0.48 0.27
H -3.34831 -3.59994 -1.64540 0.01 0.22 0.21
H -2.87342 -2.08988 -0.07520 -0.58 -0.26 -0.19
Cl -0.12818 1.38570 -3.56497 -0.18 -0.06 0.88
N -1.56594 2.97999 -0.31469 -3.54 3.62 -0.18
S -1.35191 4.30014 0.57579 5.13 1.17 3.53
O -2.11287 4.37203 1.77401 -0.94 -0.23 -0.18
O -0.99009 5.51200 -0.07634 -1.05 -0.27 -0.77
F 0.08174 3.86257 1.15252 -0.41 -0.48 -0.19
S -3.01944 3.56060 -0.99742 -1.32 -2.45 -3.62
O -2.89160 4.48624 -2.06419 0.79 0.71 0.57
O -4.11697 3.69056 -0.11687 0.23 -0.05 0.88
F -3.28369 2.24448 -1.82266 0.20 -0.42 0.52
O 1.00374 -0.65128 -1.24925 -0.27 -0.04 0.37
C 1.62960 -1.53815 -1.77379 0.52 0.32 0.02
O 1.49889 -2.81094 -1.44074 0.35 -0.31 0.10
C 0.71887 -3.14877 -0.26210 -0.52 -0.07 -0.81
C -0.17516 -4.33635 -0.63299 -0.21 0.23 0.49
C 2.70502 -1.27067 -2.77939 0.36 -0.02 0.11
H 0.09518 -2.29055 -0.01256 0.16 0.04 0.12
H 1.44414 -3.36957 0.51816 -0.07 -0.01 0.10
H 0.13274 -5.27997 -0.18522 0.18 0.01 -0.09
H -0.22693 -4.44253 -1.71292 0.06 0.00 -0.04
H -1.18617 -4.12487 -0.27931 -0.01 -0.11 -0.05
H 2.43511 -1.63273 -3.76893 -0.09 0.08 -0.02
H 3.62941 -1.76421 -2.47115 -0.15 -0.23 0.00
H 2.91252 -0.20465 -2.78191 -0.31 0.07 -0.24
O -0.03614 0.61629 1.46738 -0.65 -0.06 -1.41
C 0.20416 0.18514 2.56122 1.29 1.09 0.30
O -0.27345 0.76920 3.64570 -0.45 -1.01 0.85
C -1.52019 1.48203 3.53752 -0.33 0.85 -0.60
C -2.13471 1.57214 4.90739 0.53 -0.61 0.68
C 1.26876 -0.82934 2.85453 -0.52 0.72 0.95
H -2.18862 0.96417 2.84675 0.15 -0.13 -0.04
H -1.31998 2.46083 3.10038 -0.03 0.00 0.10
H -1.48075 2.08782 5.61426 -0.04 0.24 -0.18
H -2.22570 0.55999 5.31678 -0.22 0.04 -0.09
H -3.11529 2.03849 4.91642 0.01 0.11 -0.24
H 1.44675 -1.44603 1.98754 0.13 -0.23 0.07
H 0.98105 -1.30954 3.79091 0.04 -0.63 -0.36
H 2.14678 -0.24651 3.14426 0.16 -0.03 -0.45

---

(6)
22
Properties=species:S:1:pos:R:3:forces:R:3 method="wB97M-V/def2-TZVPD" gap_ev="7.1 / 7.3" e_above_lowest_kcal_mol=81.4 charge=+1
C -2.82737 0.47541 -1.72566 0.27 0.78 -0.21
C -1.45583 0.59599 -1.60520 -0.65 -1.98 3.92
C -3.35938 -0.11476 -0.60039 0.65 0.06 -0.04
C -1.13379 0.04300 -0.31439 -1.34 0.04 -2.51
C 2.14603 -0.91095 -0.76188 3.02 -1.62 -0.24
C 0.24831 1.82762 1.71823 -0.02 -1.11 0.95
C 0.10887 -0.15526 0.24788 -3.97 0.83 2.65
N -2.32834 -0.37602 0.25799 1.52 1.43 -1.75
N 1.23268 0.14203 -0.40878 3.80 5.79 -3.91
Cl 1.98956 1.95585 1.78147 -0.14 -0.02 0.17
H -3.26757 0.97454 -2.54703 -1.18 -0.21 -0.58
H -0.75397 0.77218 -2.32121 1.52 1.03 -1.96
H -4.36964 -0.34962 -0.39037 -0.60 -0.19 0.32
H 3.16605 -0.77938 -0.28680 -1.21 0.27 -0.41
H 1.72935 -1.76187 -0.26173 0.04 -0.97 -0.39
H 2.36592 -1.06776 -1.85722 -0.91 0.24 1.17
H -0.20078 1.24632 2.57523 0.62 1.05 -1.01
H -0.14860 2.79615 1.42162 -0.39 -0.44 -0.08
H 0.18665 -0.70190 1.15507 0.48 -0.58 0.47
H -2.19536 -0.96963 1.01345 -1.01 -1.22 1.67
H 1.74264 0.92503 0.13574 0.20 -1.19 0.39
H 1.12429 0.83803 -1.25323 -0.71 -1.98 1.37

---

(7)
10
Properties=species:S:1:pos:R:3:forces:R:3 method="wB97M-V/def2-TZVPD" gap_ev=9.3 e_above_lowest_kcal_mol=22.4 smiles="C=P([NH3+])(Cl)Cl" charge=+1
C 0.83355 -0.04664 -1.77200 -1.10 -2.06 1.88
P 0.06455 -1.17796 -0.77994 0.98 1.94 -1.26
N -0.66991 -0.24014 1.01428 -0.17 -0.57 2.58
Cl 1.20267 -2.56727 -0.03781 0.46 0.09 0.37
Cl -1.61114 -2.06807 -1.14169 -0.79 0.04 -0.51
H 1.84331 0.02688 -1.40134 0.43 0.12 -0.22
H 0.40147 0.75988 -2.33675 -0.35 -0.08 -0.06
H 0.04801 0.47509 1.06272 0.00 0.34 0.12
H -1.55296 0.22649 0.84721 -0.22 0.31 -0.70
H -0.83896 -0.53637 2.05098 0.77 -0.12 -2.20